Entry 1:
Density functional theory data (ωB97M-V/def2-TZVPD) for a cluster of 15 separate species, C36H102O24 in total in a non-equilibrium geometry.

Element x y z (Å)
1 O -0.186 6.961 -0.818
2 O 2.991 0.323 5.655
3 O -4.718 2.698 3.915
4 O -9.669 1.760 -0.376
5 O 2.006 3.660 -1.942
6 O -0.294 2.608 5.139
7 O 7.600 -1.926 0.587
8 O 6.371 -4.851 0.102
9 O 4.426 1.874 -2.967
10 O 4.664 -2.186 5.011
11 O -3.304 -3.794 -1.248
12 O 0.117 0.371 -2.127
13 O -2.930 -2.180 -5.181
14 O 5.576 1.414 0.714
15 O 3.976 -5.768 3.148
16 O -0.677 -2.019 -7.775
17 O 6.183 -3.804 -5.666
18 O 2.415 4.237 4.889
19 O 0.607 -7.057 2.110
20 O -4.208 1.376 -5.564
21 O 8.189 4.019 0.382
22 O -6.557 5.198 5.836
23 O -3.846 -4.068 6.300
24 O -1.233 1.465 -5.938
25 C -2.248 6.014 -0.227
26 C 4.202 -1.169 4.150
27 C 5.088 -5.398 -6.748
28 C -1.958 -2.995 -5.812
29 C -7.304 1.885 -0.123
30 C -4.323 -3.966 -0.271
31 C 0.910 -1.060 -0.393
32 C 6.365 2.507 1.073
33 C -8.475 1.752 -1.121
34 C -1.922 -3.949 7.608
35 C 2.567 -6.063 3.206
36 C 2.845 -0.540 4.534
37 C 3.898 -3.299 -5.678
38 C -0.119 3.991 4.771
39 C -1.573 7.215 -0.931
40 C -2.052 2.594 -5.892
41 C -0.908 0.654 0.095
42 C 1.289 4.163 4.016
43 C 6.433 -3.611 -0.662
44 C -1.757 -2.858 -7.322
45 C -5.433 3.322 5.016
46 C -0.308 -0.293 -0.909
47 C -3.251 2.250 -4.964
48 C -8.447 2.847 -2.188
49 C 2.047 -6.767 1.925
50 C -5.214 -2.711 -0.391
51 C 3.178 4.010 -2.640
52 C 7.534 2.809 0.055
53 C -1.795 7.325 -2.478
54 C 5.086 -3.859 -6.470
55 C -5.846 4.748 4.755
56 C 7.789 -2.901 -0.470
57 C -2.961 -3.145 6.875
58 C -2.394 -2.256 5.756
59 C 3.697 2.954 -3.573
60 C -3.590 -4.078 1.073
61 H 1.881 -5.216 3.247
62 H -1.348 -4.589 6.938
63 H -1.857 8.147 -0.443
64 H -7.237 2.896 0.278
65 H -1.524 -3.811 -7.798
66 H -9.537 1.187 0.383
67 H -7.499 5.266 5.664
68 H -1.061 1.185 -5.036
69 H 8.221 1.969 0.160
70 H -1.543 8.341 -2.782
71 H -2.824 7.140 -2.787
72 H 4.250 1.914 -2.024
73 H -3.778 2.711 4.106
74 H 6.269 -3.885 -1.704
75 H 4.956 -0.395 4.296
76 H -5.817 -2.623 -1.294
77 H 2.866 4.868 -3.236
78 H 2.537 -7.739 1.871
79 H 5.288 -3.214 -7.325
80 H -1.240 6.707 -3.184
81 H -3.138 -1.692 5.194
82 H 0.579 -1.724 0.405
83 H -2.560 -3.726 1.012
84 H 0.303 -7.114 1.201
85 H -6.319 2.723 5.227
86 H 1.791 -0.484 -0.107
87 H -0.142 4.653 5.636
88 H 2.376 -0.014 3.702
89 H -3.352 -5.114 1.311
90 H 8.687 3.784 1.168
91 H -9.381 3.181 -2.641
92 H 1.224 -1.825 -1.103
93 H 1.446 3.249 3.443
94 H 8.615 -3.597 -0.326
95 H -3.307 6.043 -0.484
96 H 3.852 -3.683 -4.659
97 H 7.217 2.844 -0.987
98 H -7.283 1.191 0.717
99 H -4.896 -4.865 -0.500
100 H 3.912 4.347 -1.908
101 H -0.841 4.307 4.018
102 H -2.026 5.010 -0.588
103 H -3.970 0.467 -5.367
104 H -1.802 -2.946 5.154
105 H -7.713 2.678 -2.976
106 H 4.320 3.478 -4.298
107 H -0.246 1.477 0.366
108 H 8.065 -2.333 -1.358
109 H -2.717 -4.551 -1.185
110 H 1.407 4.406 -1.874
111 H -2.910 1.851 -4.008
112 H -3.291 -4.817 6.073
113 H 2.934 -0.180 6.470
114 H -4.931 5.319 4.598
115 H 0.404 2.333 5.738
116 H -1.247 -3.269 8.128
117 H -2.139 5.957 0.856
118 H 5.082 -5.991 -5.833
119 H -3.439 -2.538 7.643
120 H -1.374 0.107 0.914
121 H 6.822 2.350 2.050
122 H -6.367 1.766 -0.666
123 H 5.002 -1.860 5.849
124 H 6.033 -5.622 -7.243
125 H -0.742 -1.143 -7.387
126 H 2.286 -6.216 1.016
127 H 2.915 2.408 -4.102
128 H -5.967 -2.896 0.374
129 H -2.403 2.778 -6.908
130 H 2.945 -3.599 -6.114
131 H 0.345 7.757 -0.736
132 H -1.827 1.100 -0.285
133 H 6.200 0.687 0.780
134 H 3.894 -2.209 -5.661
135 H -4.117 -3.637 1.919
136 H 8.296 -2.014 1.242
137 H -1.119 -0.935 -1.251
138 H -2.408 -4.607 8.330
139 H -8.020 3.708 -1.673
140 H -1.679 -1.570 6.211
141 H -2.080 -4.060 -5.610
142 H 4.179 -5.032 3.729
143 H 1.216 5.045 3.378
144 H -1.427 3.433 -5.586
145 H -3.794 3.119 -4.594
146 H -6.448 4.868 3.854
147 H -3.021 -2.623 -4.334
148 H 0.806 1.008 -1.924
149 H -2.758 -2.561 -7.634
150 H 2.359 -6.766 4.013
151 H -4.806 3.299 5.907
152 H 5.602 -2.934 -0.461
153 H 4.307 -5.803 -7.391
154 H 4.339 -1.503 3.122
155 H 6.404 -2.883 -5.505
156 H 2.442 3.438 5.421
157 H 5.701 3.345 1.288
158 H -4.651 -1.827 -0.089
159 H -8.353 0.821 -1.674
160 H -0.994 -2.823 -5.333
161 H 6.007 -4.705 0.978
162 H 2.136 -1.336 4.760

Output
Energy relative to the best compared isomer or geometry (same formula, charge and spin)   411.5 kJ/mol
HOMO energy   -0.3594 Ha
Calculated total energy   -88116.67762 eV
2S+1   1
F_max   3.4 eV/A

Löwdin population analysis, charges in e, atoms 1 to 5: atom 1 (O): -0.079, atom 2 (O): -0.071, atom 3 (O): -0.076, atom 4 (O): -0.044, atom 5 (O): -0.070

Entry 2:
Density functional theory data (ωB97M-V/def2-TZVPD) for a cluster of 12 separate species, C36H104N16O12 in total in a non-equilibrium geometry.

Element x y z (Å)
1 O -4.715 -1.429 -1.033
2 O -2.362 0.336 -5.279
3 O -2.858 3.359 -1.845
4 O -1.066 1.969 3.693
5 O 1.397 1.476 -0.195
6 O 5.067 -0.896 -0.029
7 O 5.126 3.358 2.866
8 O 1.144 -2.940 3.564
9 O -0.049 7.562 0.506
10 O -3.390 -4.562 1.861
11 O -5.378 2.445 1.765
12 O -0.447 -5.459 -3.030
13 N -1.427 4.997 -1.835
14 N -5.914 -6.212 -0.486
15 N 1.684 6.298 -0.193
16 N -4.702 -2.428 -3.029
17 N -4.986 1.968 -3.255
18 N -2.929 4.916 -3.397
19 N -5.761 0.332 1.087
20 N -2.053 -2.166 -3.477
21 N 3.756 -2.299 6.183
22 N 7.550 0.589 -0.598
23 N -1.881 -0.156 -1.238
24 N 8.290 1.991 1.779
25 N 1.801 8.329 -0.344
26 N -0.962 4.769 1.097
27 N -4.046 1.323 0.281
28 N -6.547 -2.037 -2.018
29 C 1.739 -2.997 4.840
30 C -0.693 0.193 -0.447
31 C -3.011 1.530 -4.733
32 C -0.010 -1.097 -0.058
33 C 3.145 -2.383 4.847
34 C 6.052 2.418 2.425
35 C 3.856 2.884 3.293
36 C -4.230 0.999 -3.981
37 C -5.278 -2.039 -1.911
38 C 7.385 3.042 2.121
39 C 6.238 -1.208 0.575
40 C -0.224 4.807 3.352
41 C -3.613 -3.170 1.676
42 C -6.072 -6.260 1.943
43 C 7.355 4.120 1.002
44 C -1.233 -3.314 -3.714
45 C -0.422 3.951 2.127
46 C 1.048 7.414 0.009
47 C -5.088 1.447 1.118
48 C -3.926 -5.372 0.801
49 C 0.147 1.160 3.576
50 C -5.188 0.214 -4.901
51 C -5.514 -5.479 0.745
52 C -1.143 -4.235 -2.505
53 C 2.202 2.537 -0.726
54 C 8.719 -1.448 0.003
55 C 4.237 -3.169 4.012
56 C 3.843 -1.222 0.586
57 C -1.410 2.769 2.483
58 C 0.208 1.201 -1.037
59 C 7.407 -0.902 -0.474
60 C -1.076 -6.644 -2.646
61 C -0.213 -3.516 3.447
62 C -2.408 4.336 -2.350
63 C -1.076 0.657 -5.891
64 C 0.154 -2.640 -4.112
65 H 3.068 -0.995 -0.146
66 H -1.015 -6.827 -1.573
67 H -5.776 0.904 -5.507
68 H -3.487 2.158 0.175
69 H 8.290 1.280 2.497
70 H 4.239 -4.252 4.137
71 H 1.481 9.287 -0.336
72 H -1.663 -3.835 -4.570
73 H -5.968 -0.209 -4.267
74 H 5.514 2.013 1.568
75 H 3.565 -0.888 1.586
76 H 0.806 -2.401 -3.272
77 H -3.367 2.237 -5.483
78 H 1.793 -4.003 5.255
79 H 3.110 -1.368 4.452
80 H -0.320 2.142 -1.193
81 H -1.011 -2.980 3.962
82 H -4.663 -2.880 1.621
83 H -0.212 -4.543 3.811
84 H -0.575 5.697 1.201
85 H 3.263 2.881 2.378
86 H 3.095 2.540 -0.100
87 H 3.337 3.511 4.018
88 H -4.473 2.324 -2.461
89 H -3.706 -2.320 -3.159
90 H 7.965 1.578 0.917
91 H -2.369 2.102 -4.063
92 H -0.638 -1.790 0.501
93 H -3.457 -6.348 0.923
94 H -4.724 -0.468 -5.614
95 H -3.791 4.418 -3.569
96 H 8.162 0.816 -1.368
97 H 0.611 -3.452 -4.678
98 H -0.680 -3.723 -1.661
99 H 0.162 -1.733 -4.716
100 H 8.356 4.480 0.763
101 H 3.804 1.900 3.758
102 H 0.517 3.517 1.783
103 H 5.250 -2.796 4.168
104 H -0.295 -3.528 2.361
105 H 0.447 -1.722 -0.824
106 H -0.058 0.703 2.608
107 H -0.332 0.954 -5.153
108 H -0.768 -7.481 -3.272
109 H 3.592 -3.209 6.591
110 H 3.885 -2.906 3.014
111 H -2.583 -0.755 -0.828
112 H -5.957 -7.343 1.898
113 H 1.199 5.439 0.022
114 H 0.432 4.254 4.024
115 H 0.330 0.413 4.348
116 H -3.998 0.466 -0.251
117 H 2.657 6.366 -0.454
118 H -2.109 -4.538 -2.100
119 H -0.829 -0.288 -6.374
120 H 0.484 0.899 -2.048
121 H -1.191 5.037 3.800
122 H 3.937 -2.307 0.634
123 H -6.951 -1.671 -1.168
124 H -1.687 -1.704 -2.657
125 H -5.613 -6.013 2.900
126 H 1.055 -2.468 5.504
127 H 9.525 -1.018 -0.592
128 H -3.777 0.314 -3.264
129 H 2.692 8.055 -0.732
130 H -1.143 0.602 0.458
131 H 7.846 3.414 3.036
132 H -3.158 -2.693 2.543
133 H -5.357 -2.777 -3.714
134 H 3.132 -1.686 6.689
135 H -7.102 -5.932 2.076
136 H -1.161 1.443 -6.641
137 H 7.148 -1.437 -1.388
138 H -5.961 -4.486 0.774
139 H 1.007 1.827 3.638
140 H -1.138 4.766 -0.895
141 H 2.451 2.264 -1.751
142 H -3.038 -2.890 0.793
143 H -5.693 -5.725 -1.343
144 H -1.664 2.047 1.707
145 H 0.187 5.813 3.277
146 H -2.436 0.685 -1.302
147 H -2.119 -6.518 -2.937
148 H -2.788 5.827 -3.811
149 H 6.272 -2.291 0.694
150 H 0.757 -0.999 0.711
151 H -5.545 -0.371 0.395
152 H 6.811 3.763 0.127
153 H -1.913 -1.436 -4.161
154 H -3.613 -5.040 -0.189
155 H -1.188 5.840 -2.338
156 H -1.958 4.922 1.165
157 H 6.050 1.590 3.133
158 H -6.918 -6.319 -0.468
159 H 8.887 -1.237 1.059
160 H -6.651 0.383 1.562
161 H -5.809 1.488 -2.920
162 H -2.341 3.260 2.770
163 H 8.747 -2.537 0.003
164 H -7.040 -2.288 -2.863
165 H 1.784 3.541 -0.652
166 H 6.762 4.969 1.341
167 H 6.650 1.025 -0.745
168 H 6.416 -0.747 1.547

Output
Energy relative to the best compared isomer or geometry (same formula, charge and spin)   493.8 kJ/mol
SMILES   COC[C@H](C)N.COC[C@H](C)N.COC[C@H](C)N.COC[C@H](C)N.COC[C@H](C)N.COC[C@H](C)N.COC[C@H](C)N.COC[C@H](C)N.NC(N)=O.NC(N)=O.NC(N)=O.NC(N)=O
HOMO energy   -0.3148 Ha
Calculated total energy   -87425.34215 eV
2S+1   1
F_max   9.3 eV/A

Löwdin population analysis, charges in e, atoms 1 to 5: atom 1 (O): 0.001, atom 2 (O): -0.227, atom 3 (O): 0.033, atom 4 (O): -0.211, atom 5 (O): -0.195

Number 2 is which compound? C36H104N16O12

Which of these has the highest calculated total energy? C36H104N16O12

Among the records above, which one has the highest F_max? C36H104N16O12